# 1
16
Properties=species:S:1:pos:R:3:lowdin_charge:R:1 method="wB97M-V/def2-TZVPD" homo_lumo_gap_ev=8.7 mol_weight_g_mol=82.1 e_homo_ev=-8.30 max_force_ev_per_a=0.953 e_above_lowest_kj_mol=399.05
C -1.8257 -1.6707 0.1063 -0.158
C -0.4981 -1.0546 0.2782 0.002
C -0.1599 -0.1917 -0.8754 -0.239
C 0.8257 0.9001 -0.5391 -0.338
C 0.6903 1.5905 0.7721 -0.130
C 1.7903 0.5731 0.5546 -0.143
H -1.9351 -2.7071 0.4339 0.073
H -2.4238 -1.1093 0.8390 0.099
H -2.3014 -1.5328 -0.8678 0.064
H 1.7340 -0.4611 0.9330 0.088
H 0.3378 -0.9646 -1.5100 0.155
H -1.0019 0.1818 -1.4791 0.114
H 1.1835 1.5069 -1.3715 0.132
H -0.1321 1.2878 1.4134 0.091
H 0.9377 2.6570 0.8487 0.102
H 2.7786 0.9944 0.4637 0.088


# 2
116
Properties=species:S:1:pos:R:3:lowdin_charge:R:1 method="wB97M-V/def2-TZVPD" homo_lumo_gap_ev=8.5 mol_weight_g_mol=1004.2 e_homo_ev=-9.53 max_force_ev_per_a=2.730
C 3.9952 -2.9279 1.5719 0.032
C 3.4125 -1.7642 1.2641 -0.118
C 3.7121 -0.5817 2.1003 -0.164
C 3.4470 -0.5669 3.3796 0.066
C 3.8434 0.6918 4.1247 -0.338
O 3.1735 1.1995 4.9559 0.143
C 5.1732 1.2831 3.6763 -0.181
C 6.1069 1.8157 4.7373 -0.163
C 6.8727 0.5995 5.3287 -0.688
C 7.4739 0.9074 6.7047 -0.123
Cl 8.1772 0.1652 4.1491 0.607
C 5.4169 1.2863 2.3901 0.054
C 4.3594 0.6625 1.5063 -0.312
O 4.0419 1.1289 0.4638 0.122
H 3.4887 -3.8902 1.5284 0.061
H 5.0533 -2.9669 1.8353 0.075
H 2.7725 -1.6968 0.3842 0.117
H 2.9921 -1.4003 3.9083 0.132
H 5.4899 2.2110 5.5526 0.119
H 6.8028 2.5414 4.3156 0.119
H 6.2232 -0.2755 5.4197 0.105
H 7.8449 -0.0496 7.0905 0.082
H 6.7080 1.2776 7.3887 0.060
H 8.3353 1.5774 6.6407 0.082
H 6.3465 1.6882 1.9975 0.129
C -0.6473 -1.8960 3.3376 0.052
N -0.0954 -2.7767 2.2723 -0.442
O -0.6935 -2.8275 1.2174 0.070
O 0.9225 -3.3877 2.5378 0.038
H -1.5469 -1.4215 2.9621 0.096
H -0.8687 -2.5235 4.1970 0.099
H 0.1125 -1.1558 3.5759 0.092
C 2.6792 1.7831 -2.1970 0.039
N 1.7712 0.8681 -2.9406 -0.441
O 1.5864 1.0878 -4.1241 0.047
O 1.2723 -0.0422 -2.3101 0.060
H 3.0452 2.5414 -2.8808 0.099
H 2.1031 2.2326 -1.3949 0.077
H 3.4965 1.1882 -1.8050 0.079
C -0.4529 3.9308 0.7785 0.056
N -0.5661 4.5107 -0.5881 -0.436
O 0.2010 4.1086 -1.4417 0.060
O -1.4254 5.3521 -0.7601 0.054
H 0.3487 3.2001 0.7821 0.090
H -0.2377 4.7471 1.4624 0.097
H -1.4048 3.4641 1.0152 0.106
C -2.8583 3.8634 -3.4925 0.050
N -4.3084 3.5320 -3.4453 -0.433
O -4.8358 3.1654 -4.4736 0.074
O -4.8677 3.6529 -2.3700 0.045
H -2.4993 3.7088 -4.5043 0.099
H -2.7485 4.9027 -3.1963 0.096
H -2.3494 3.2028 -2.7963 0.094
C 4.5022 1.1849 10.4335 0.046
N 5.6006 0.3924 9.8150 -0.454
O 6.7376 0.7960 9.9595 0.061
O 5.2785 -0.6074 9.2044 0.060
H 4.9351 2.0405 10.9396 0.094
H 3.8374 1.5010 9.6343 0.100
H 3.9879 0.5364 11.1371 0.101
C -7.6607 4.6456 -1.7644 0.025
N -9.0011 5.2837 -1.8868 -0.453
O -9.0926 6.2712 -2.5892 0.064
O -9.9127 4.7678 -1.2709 0.058
H -6.9522 5.2062 -2.3608 0.079
H -7.3845 4.6654 -0.7141 0.099
H -7.7479 3.6261 -2.1268 0.099
C -4.0985 0.5102 -6.9699 0.041
N -3.7027 1.1383 -8.2605 -0.442
O -4.0161 0.5518 -9.2807 0.049
O -3.0961 2.1886 -8.2100 0.063
H -4.6308 -0.4196 -7.1826 0.047
H -3.1871 0.3181 -6.4083 0.105
H -4.7408 1.2129 -6.4449 0.094
C -1.2189 -6.9042 2.3443 0.053
N -1.2578 -6.3098 3.7084 -0.435
O -2.0808 -5.4434 3.9232 0.068
O -0.4559 -6.7359 4.5172 0.049
H -1.9826 -6.4298 1.7384 0.096
H -0.2289 -6.7193 1.9365 0.103
H -1.4087 -7.9691 2.4468 0.102
C -3.6089 7.3926 1.5224 0.049
N -2.8037 7.1037 2.7413 -0.448
O -2.6260 8.0083 3.5283 0.077
O -2.3777 5.9694 2.8585 0.043
H -3.9188 8.4312 1.5505 0.095
H -2.9767 7.1972 0.6599 0.086
H -4.4693 6.7295 1.5349 0.101
C -6.2274 -3.7243 -5.5523 0.057
N -5.8738 -2.2797 -5.6187 -0.424
O -5.8329 -1.7598 -6.7196 0.035
O -5.6487 -1.7166 -4.5688 0.081
H -6.3982 -4.0856 -6.5607 0.096
H -5.3929 -4.2434 -5.0893 0.103
H -7.1269 -3.8121 -4.9496 0.103
C 3.9136 -0.0904 -6.1631 0.032
N 4.9828 -0.9114 -6.7960 -0.454
O 6.1300 -0.5262 -6.6819 0.063
O 4.6283 -1.9130 -7.3837 0.063
H 4.3721 0.7644 -5.6790 0.090
H 3.2358 0.2280 -6.9497 0.103
H 3.4035 -0.7186 -5.4386 0.093
C 1.5419 -7.6712 6.5995 0.034
N 2.0584 -8.9197 7.2262 -0.453
O 1.7558 -9.9762 6.7073 0.064
O 2.7495 -8.7922 8.2174 0.058
H 0.9493 -7.9358 5.7359 0.058
H 0.9373 -7.1584 7.3419 0.103
H 2.4010 -7.0716 6.3114 0.103
C -4.8567 -2.2323 -10.8110 0.034
N -5.2296 -3.6480 -11.0834 -0.453
O -5.1110 -4.0549 -12.2209 0.069
O -5.6299 -4.3013 -10.1379 0.045
H -4.5206 -1.7757 -11.7348 0.096
H -5.7396 -1.7285 -10.4291 0.100
H -4.0616 -2.2397 -10.0718 0.094


# 3
14
Properties=species:S:1:pos:R:3:lowdin_charge:R:1 method="wB97M-V/def2-TZVPD" homo_lumo_gap_ev=10.7 mol_weight_g_mol=84.1 e_homo_ev=-9.62 smiles=C[C@]12CC[C@H]1O2 max_force_ev_per_a=0.381 e_above_lowest_kj_mol=195.84
C 0.6090 -1.7758 -0.2779 -0.001
C 0.2705 -0.3178 -0.2825 -0.446
C 0.5813 0.7809 0.7563 -0.080
C -0.7984 1.4047 0.4237 -0.106
C -0.9314 0.4017 -0.7240 -0.212
O 0.2518 0.3946 -1.5199 0.007
H 0.2482 -2.2546 0.6399 0.084
H 1.6911 -1.9345 -0.3416 0.084
H 0.1390 -2.2683 -1.1349 0.088
H 0.7082 0.5129 1.8068 0.108
H 1.4283 1.3866 0.4224 0.113
H -1.5339 1.1455 1.1933 0.112
H -0.8301 2.4827 0.2490 0.104
H -1.8339 0.0413 -1.2107 0.145


# 4
89
Properties=species:S:1:pos:R:3:lowdin_charge:R:1 method="wB97M-V/def2-TZVPD" homo_lumo_gap_ev=4.5 mol_weight_g_mol=985.0 e_homo_ev=-0.82 max_force_ev_per_a=3.413 e_above_lowest_kj_mol=81.43 total_charge=-2
Rb 0.0393 -1.3711 -1.5459 0.599
C -3.1303 -2.6999 2.1170 -0.097
C -2.2237 -2.6249 1.0643 -0.190
N -2.1657 -1.6115 0.2359 0.018
C -3.0564 -0.6058 0.3700 -0.151
C -4.0310 -0.5785 1.4169 -0.177
C -4.0592 -1.7180 2.2754 -0.035
C -4.8278 0.5516 1.5951 -0.146
C -4.7241 1.5553 0.7107 -0.178
C -3.9825 1.5143 -0.4573 -0.069
C -3.1222 0.4421 -0.7150 -0.301
N -2.3469 0.2418 -1.7426 -0.012
C -2.5105 0.9900 -2.9360 -0.250
C -3.7970 0.9256 -3.5589 -0.064
C -4.1182 1.7754 -4.6713 -0.137
C -3.1051 2.6259 -5.2209 -0.110
C -1.8708 2.6597 -4.6127 -0.204
C -0.8621 3.7188 -4.8830 -0.051
C 0.4049 3.5217 -4.4929 -0.142
C 0.8202 2.1851 -4.0586 -0.528
N -0.2224 1.6789 -3.1227 0.027
C -1.5104 1.7358 -3.5706 -0.249
H -3.0217 -3.5159 2.8457 0.103
H -1.5170 -3.4530 0.9427 0.090
H -4.7354 -1.7723 3.0850 0.088
H -5.4586 0.6827 2.4663 0.088
H -5.2193 2.4997 0.9772 0.099
H -4.3205 2.2933 -1.2250 0.123
H -4.5861 0.1800 -3.1825 0.124
H -5.0864 1.7110 -5.2240 0.071
H -3.3414 3.2874 -6.0382 0.078
H -1.2683 4.6610 -5.2467 0.095
H 1.1947 4.2589 -4.6155 0.083
H 1.7789 2.3161 -3.5075 0.101
I -0.1803 -5.3039 -1.5676 0.869
C 0.8041 -5.8123 0.2002 -0.682
C 0.5440 -6.9849 0.8302 -0.193
C 1.1183 -7.2492 2.0869 -0.114
C 2.0167 -6.3472 2.5993 -0.075
C 2.3143 -5.1575 1.9308 -0.223
C 3.1650 -4.2167 2.5108 -0.086
C 3.5518 -3.0889 1.8224 -0.123
C 2.9061 -2.7648 0.6413 -0.196
C 1.9526 -3.5757 0.0134 -0.133
C 1.6749 -4.8416 0.7132 -0.305
H -0.1766 -7.6261 0.3098 0.074
H 1.0106 -8.2386 2.5845 0.098
H 2.4161 -6.5793 3.5714 0.094
H 3.5302 -4.3771 3.5382 0.100
H 4.4168 -2.5946 2.1694 0.076
H 3.1651 -1.8325 0.2229 0.034
C 3.7486 0.9527 2.9536 -0.176
C 2.5067 1.5533 3.6135 -0.425
As 1.0157 1.7885 2.2748 1.239
C 0.6358 -0.1097 1.8772 -0.453
C 0.1465 -0.9618 2.9992 -0.193
C -0.5444 2.0287 3.4853 -0.455
C -1.7493 2.3910 2.6506 -0.189
H 4.6125 1.0403 3.5895 0.044
H 4.2271 1.3631 2.0338 0.066
H 3.5342 -0.0972 2.7294 0.053
H 2.6641 2.5325 3.9649 0.020
H 2.1030 0.9073 4.3882 0.048
H 1.5685 -0.5433 1.5107 0.021
H -0.1226 -0.1495 0.9795 0.059
H 0.5432 -0.6800 4.0181 0.061
H 0.4886 -2.0532 2.9962 0.095
H -0.9414 -0.9445 3.1317 0.058
H -0.2383 2.7829 4.1792 0.034
H -0.6001 1.1113 4.1167 0.053
H -1.5648 3.3358 2.1103 0.068
H -2.6795 2.5099 3.1844 0.060
H -1.9039 1.7441 1.7960 0.046
I 2.6247 1.6817 -6.5351 0.538
C 0.9491 1.1153 -5.1577 -0.480
H 1.2112 0.1129 -4.7526 0.049
H 0.1825 1.0459 -5.9540 0.037
C 4.1471 2.9404 -0.7568 -0.081
N 2.7767 2.6452 -1.0328 -0.165
C 1.8458 3.8107 -1.2412 -0.048
C 2.1752 1.4253 -0.8486 -0.400
O 2.7284 0.3602 -0.6239 -0.041
H 4.3918 3.5149 0.0959 0.060
H 4.6316 3.5364 -1.5919 0.103
H 4.6901 2.0292 -0.6873 0.069
H 2.2888 4.4212 -1.9827 0.058
H 1.7189 4.4284 -0.3579 0.069
H 0.8571 3.4877 -1.6289 0.082
H 1.0835 1.4722 -1.1795 0.106